# 1
C2H7NOSi | ωB97M-V/def2-TZVPD

Properties
E_HOMO: -9.990 eV
SMILES: [H]/N=C/CO[SiH3]
Kohn-Sham gap: 10.80 eV
F_max: 3.52 eV/A
Energy relative to the best compared isomer or geometry (same formula, charge and spin): 55.28 kcal/mol
LUMO: 0.81 eV
Total energy: -13601.0591 eV

Element x y z (Å)
C1 1.51358 -0.32025 -0.26886
C2 0.72714 -0.01579 0.98424
N1 2.53907 0.36245 -0.45024
O1 -0.63533 -0.07156 0.93317
Si1 -1.55851 0.29807 -0.40189
H1 1.28823 -1.24339 -0.92421
H2 1.09497 0.94452 1.39274
H3 0.96044 -0.76608 1.90225
H4 3.24420 0.01725 -1.19292
H5 -2.64472 0.45396 0.49956
H6 -1.47892 -0.37422 -1.71620
H7 -1.15578 1.71177 -0.65103



# 2
C40H47N4O5Ti | ωB97M-V/def2-TZVPD

Properties
E_HOMO: -9.482 eV
Net charge: +1
Kohn-Sham gap: 6.60 eV
F_max: 2.88 eV/A
Energy relative to the best compared isomer or geometry (same formula, charge and spin): 29.03 kcal/mol
LUMO: -2.88 eV
Total energy: -81548.5268 eV

Element x y z (Å)
Ti1 -0.13752 -1.02029 1.91378
C1 1.43938 -2.87547 3.05924
C2 0.86791 -2.96197 1.70875
C3 1.72947 -2.18913 0.81876
C4 2.61448 -1.51791 1.73647
C5 2.38412 -1.82181 3.08978
C6 3.09417 -1.34115 4.33050
C7 3.96148 -0.97662 1.30297
C8 1.82841 -2.28107 -0.71723
C9 -0.13816 -4.01681 1.22755
C10 1.33184 -3.85874 4.22066
H1 2.34022 -1.14455 5.12092
H2 3.68534 -0.39200 4.15778
H3 3.79014 -2.04783 4.77567
H4 4.18769 -0.00716 1.79346
H5 3.96281 -0.74433 0.20883
H6 4.82042 -1.68575 1.51501
H7 2.67422 -1.66828 -1.00328
H8 0.90286 -1.88980 -1.14024
H9 1.97174 -3.30838 -1.09250
H10 -0.81639 -3.59743 0.50800
H11 -0.74429 -4.31244 2.09728
H12 0.34264 -4.90917 0.80881
H13 1.84704 -4.85595 3.98599
H14 0.23860 -4.06719 4.48822
H15 1.85888 -3.43605 5.09634
C11 0.29556 5.71162 -2.29427
O1 0.18417 4.83732 -1.15506
C12 -0.75875 5.16337 -0.25739
C13 -1.47272 6.33657 -0.17395
C14 -2.18121 6.60812 0.96050
C15 -2.33197 5.70509 1.97748
C16 -1.62713 4.47583 1.92405
C17 -0.92205 4.16263 0.79179
N1 -0.17233 3.00399 0.64647
C18 -0.62122 1.78307 1.02890
N2 -1.94327 1.57850 1.21482
C19 -2.62899 0.35896 1.21285
C20 -1.93332 -0.82068 0.93781
C21 -2.60230 -1.66794 0.14536
C22 -3.97277 -1.62830 -0.06007
C23 -4.76394 -0.64204 0.57516
C24 -4.08148 0.41246 1.16876
O2 -4.53764 1.69243 1.31307
C25 -5.93548 1.95976 1.44330
N3 0.19242 0.71616 0.84104
C26 1.24996 1.00417 -0.10633
C27 2.48739 1.46235 0.40962
C28 3.26373 2.31317 -0.36525
C29 2.89501 2.49660 -1.70825
C30 1.94159 1.69478 -2.30278
C31 1.04434 0.97753 -1.48675
O3 0.05660 0.16925 -1.93810
C32 -1.10858 0.77731 -2.55925
H16 0.78658 6.63579 -1.98351
H17 -0.69249 5.82162 -2.82298
H18 0.93695 5.13787 -3.00026
H19 -1.36472 7.09451 -0.97998
H20 -2.73366 7.54535 1.00055
H21 -3.09650 5.88015 2.73475
H22 -1.59475 3.89800 2.83481
H23 0.83826 3.10824 0.73429
H24 -2.51880 2.41750 1.15516
H25 -2.08119 -2.46100 -0.36413
H26 -4.40852 -2.52455 -0.57056
H27 -5.83714 -0.63299 0.63037
H28 -6.02808 2.95768 1.82477
H29 -6.38192 1.18654 2.15492
H30 -6.47990 1.95049 0.46956
H31 2.79926 1.40516 1.48199
H32 4.05933 2.95002 0.04996
H33 3.25114 3.35785 -2.24546
H34 1.76255 1.74211 -3.40315
H35 -0.92406 1.89674 -2.65139
H36 -2.04675 0.55067 -2.07457
H37 -1.26121 0.42446 -3.57110
N4 0.56677 -2.46025 -4.29699
C33 1.34000 -3.28195 -5.14932
C34 0.70683 -4.28606 -5.89807
C35 1.43266 -5.00965 -6.83122
C36 2.80641 -4.74761 -6.96726
C37 3.39481 -3.63610 -6.35176
C38 2.72037 -2.95821 -5.38656
H38 0.64809 -1.47418 -4.34705
H39 -0.35789 -2.82228 -4.05676
H40 -0.42077 -4.40916 -5.82331
H41 1.11270 -5.90067 -7.29153
H42 3.46769 -5.45794 -7.55931
H43 4.41107 -3.28981 -6.62839
H44 3.20638 -2.17451 -4.79069
C39 -2.07552 -0.83324 5.42242
C40 -1.30010 -0.96398 4.14052
O4 -1.44187 -1.94513 3.34545
O5 -0.54553 -0.02907 3.67467
H45 -1.37382 -0.85152 6.25480
H46 -2.79013 -1.68819 5.56772
H47 -2.54560 0.16258 5.37352



# 3
C2H3O2S2 | ωB97M-V/def2-TZVPD

Properties
E_HOMO (alpha / beta): -2.706 / -3.919 eV
Net charge: -1
Kohn-Sham gap (alpha / beta): 6.07 / 7.22 eV
F_max: 3.56 eV/A
Energy relative to the best compared isomer or geometry (same formula, charge and spin): 119.52 kcal/mol
LUMO (alpha / beta): 3.36 / 3.30 eV
Total energy: -27884.6971 eV

Element x y z (Å)
C1 2.48827 0.88676 -0.11471
C2 -0.00920 0.06431 -0.27836
O1 3.71637 -1.02517 1.28927
O2 3.43968 -1.66186 -0.95748
S1 2.49285 2.42813 0.20042
S2 3.85561 -0.58912 -0.11869
H1 0.21423 -0.68967 -0.97598
H2 -0.28347 -0.09380 0.82684
H3 -0.68223 0.76743 -0.58776



# 4
C31H32KN3OPS | ωB97M-V/def2-TZVPD

Properties
E_HOMO: -10.892 eV
Net charge: +1
Kohn-Sham gap: 8.44 eV
F_max: 1.18 eV/A
Energy relative to the best compared isomer or geometry (same formula, charge and spin): 0.00 kcal/mol
LUMO: -2.45 eV
Total energy: -75630.4480 eV

Element x y z (Å)
K1 1.16968 1.87289 0.94338
C1 4.38865 0.78158 -0.97229
C2 3.92652 -0.67034 -0.88521
C3 4.81908 -1.47811 0.05196
C4 2.45944 -0.71973 -0.45590
C5 1.80243 -2.10535 -0.52036
O1 1.21977 -2.28738 0.79743
C6 1.59583 -1.22290 1.52475
N1 2.29442 -0.31785 0.96470
C7 1.18959 -1.27181 2.96006
C8 2.03161 -1.98006 3.80832
C9 1.72116 -2.11261 5.15310
C10 0.55748 -1.54352 5.64143
C11 -0.28917 -0.84159 4.79301
C12 0.00520 -0.69053 3.44072
P1 -1.05200 0.32826 2.31733
C13 -2.48457 0.75625 3.35325
C14 -2.36862 1.86577 4.19282
C15 -3.41524 2.23617 5.02297
C16 -4.60037 1.51118 5.00534
C17 -4.73180 0.42106 4.15835
C18 -3.67747 0.04095 3.33722
C19 -1.66816 -0.91740 1.13299
C20 -1.95840 -0.49965 -0.16527
C21 -2.42017 -1.40696 -1.11218
C22 -2.58955 -2.74012 -0.76747
C23 -2.29893 -3.16578 0.52412
C24 -1.84065 -2.26015 1.46703
H1 5.41015 0.85485 -1.34716
H2 4.37518 1.24353 0.01984
H3 3.74556 1.36492 -1.63754
H4 3.97159 -1.10644 -1.88915
H5 4.79892 -1.04994 1.05656
H6 5.85277 -1.46793 -0.29574
H7 4.51422 -2.52378 0.12800
H8 1.90633 -0.00906 -1.08433
H9 2.52131 -2.90797 -0.67491
H10 1.00355 -2.18445 -1.25347
H11 2.93318 -2.43007 3.41014
H12 2.38201 -2.66145 5.81045
H13 0.30042 -1.64596 6.68766
H14 -1.19601 -0.40753 5.19360
H15 -1.45076 2.44387 4.20320
H16 -3.31098 3.09358 5.67487
H17 -5.42188 1.80143 5.64731
H18 -5.65782 -0.13849 4.13540
H19 -3.79355 -0.81198 2.68097
H20 -1.83177 0.54096 -0.44423
H21 -2.64591 -1.07054 -2.11637
H22 -2.94854 -3.44938 -1.50256
H23 -2.42550 -4.20664 0.79237
H24 -1.59806 -2.60488 2.46577
N2 0.51480 4.56633 -2.66123
C25 0.20333 3.32279 -3.08778
S1 0.12330 2.01391 -2.01953
N3 0.02784 3.22883 -4.41635
C26 -0.30711 2.11593 -5.24868
C27 0.18726 2.17150 -6.54690
C28 -0.11098 1.16575 -7.44975
C29 -0.90432 0.09594 -7.06024
C30 -1.40581 0.05891 -5.76854
C31 -1.12085 1.06426 -4.85424
H25 0.54490 4.72053 -1.67085
H26 0.39724 5.37206 -3.25276
H27 0.24712 4.05823 -4.94720
H28 0.81577 3.00191 -6.85000
H29 0.28083 1.21902 -8.45664
H30 -1.13700 -0.69507 -7.76014
H31 -2.04193 -0.76106 -5.46085
H32 -1.53457 1.03131 -3.86057



# 5
C12H25BBr2I2N3O5P | ωB97M-V/def2-TZVPD

Properties
E_HOMO: -7.672 eV
Kohn-Sham gap: 7.23 eV
F_max: 3.10 eV/A
Energy relative to the best compared isomer or geometry (same formula, charge and spin): 25.69 kcal/mol
LUMO: -0.44 eV
Total energy: -193809.2501 eV

Element x y z (Å)
C1 4.76866 -0.00987 0.53815
C2 4.06806 0.95346 1.56148
N1 2.72921 0.39672 1.89037
C3 1.59744 1.11239 1.25457
P1 0.99030 2.59918 2.31586
O1 0.99705 2.00799 3.92981
I1 2.71022 4.35410 2.32069
C4 0.40801 -0.02707 1.25351
Br1 0.98843 -1.76307 2.12735
C5 -0.89254 0.26907 2.05089
C6 -1.98712 -0.84843 1.81782
O2 -3.23075 -0.23481 1.49720
O3 0.19536 -0.51397 -0.07662
C7 1.09559 0.02913 -1.02312
Br2 -0.07826 0.66634 -2.51827
B1 2.16527 -0.92740 -1.74891
N2 2.62871 -2.20854 -1.25657
O4 2.74294 -0.44872 -2.96336
C8 1.59015 1.36276 -0.29744
C9 2.66570 2.24285 -0.99505
I2 -0.20014 2.68211 -0.51962
H1 5.75023 -0.34510 0.91267
H2 4.80730 0.38533 -0.48922
H3 4.14887 -0.92362 0.49409
H4 4.67562 0.91130 2.48515
H5 4.06781 2.00589 1.23714
H6 2.61369 0.57071 2.88806
H7 1.80251 2.27638 4.38348
H8 -0.63210 0.20164 3.11909
H9 -1.37907 1.21884 1.78633
H10 -2.09014 -1.44270 2.73997
H11 -1.69731 -1.55833 1.02518
H12 -3.10148 0.18200 0.64017
H13 3.61630 -2.25411 -1.48361
H14 2.47351 -2.34445 -0.26339
H15 2.39938 -0.96234 -3.69062
H16 2.17936 2.72990 -1.85602
H17 3.13426 2.99275 -0.34587
H18 3.48976 1.64685 -1.43967
C10 -5.03992 -1.02915 -3.42256
C11 -4.78852 -0.40075 -2.07584
O5 -4.34222 0.73204 -1.95741
N3 -5.07250 -1.13704 -0.97152
C12 -5.59822 -2.48543 -0.89940
H19 -4.76510 -0.32242 -4.20109
H20 -4.43292 -1.92808 -3.53840
H21 -6.09700 -1.27487 -3.53290
H22 -4.87796 -0.65072 -0.10915
H23 -6.54155 -2.46868 -0.35024
H24 -4.88773 -3.11323 -0.35794
H25 -5.76716 -2.90680 -1.88517



# 6
C3H11N2 | ωB97M-V/def2-TZVPD

Properties
E_HOMO: -14.272 eV
Net charge: +1
Kohn-Sham gap: 4.87 eV
F_max: 6.42 eV/A
Energy relative to the best compared isomer or geometry (same formula, charge and spin): 310.97 kcal/mol
LUMO: -9.40 eV
Total energy: -6250.0965 eV

Element x y z (Å)
N1 0.25066 1.51784 2.54777
C1 -0.40817 0.60504 1.58133
C2 0.23243 1.15933 0.19748
N2 -0.01518 0.02895 -0.84869
C3 -1.69646 0.61406 -1.38407
H1 4.44571 -5.61427 -1.16264
H2 -0.26222 1.58115 3.36252
H3 4.80157 -6.30646 -1.92564
H4 -0.10825 -0.51802 1.49583
H5 -1.60211 0.78514 1.34223
H6 -0.16629 2.30182 0.12714
H7 1.30435 1.26837 0.42452
H8 -0.46998 0.55525 -1.79143
H9 -1.97213 1.61309 -1.68689
H10 -2.16390 0.58862 -0.39430
H11 -2.17002 -0.17990 -1.88518